[1]
63
Properties=species:S:1:pos:R:3:forces:R:3 method="wB97M-V/def2-TZVPD" spin_multiplicity=3 e_lumo_ev="-2.8 / -5.8" e_homo_ha="-0.3849 / -0.3834" total_charge=+1 s_squared=2.023 orbital_gap_ev="7.7 / 4.6"
Au 0.963813 1.916413 0.357333 -0.1 -0.1 0.2
S -0.058232 2.045754 2.546676 0.0 0.0 0.0
S 2.757744 2.027747 -1.068151 0.3 0.1 -0.2
N 0.385476 -5.203905 -0.897551 0.0 0.0 0.0
N 0.732370 4.192441 -0.183969 -0.1 0.1 0.0
N 0.923337 -0.361751 0.414600 0.0 0.0 0.0
N -1.418960 2.042271 -0.177469 -0.2 0.0 0.0
N 0.391430 -5.407456 1.325425 0.0 0.0 0.0
C 0.621212 -2.428478 1.544118 0.0 0.0 0.0
C -0.638690 4.343859 -0.741237 0.0 0.0 0.0
C -0.029438 -9.015447 0.620648 0.0 0.0 0.0
C 0.111424 -7.926106 1.451969 0.0 0.0 0.0
C 2.711863 6.269559 -2.576581 0.0 0.0 0.0
C 0.088541 -7.654462 -1.387698 0.0 0.0 0.0
C -2.120440 1.285000 0.839489 0.1 0.1 -0.1
C -0.041427 -8.882498 -0.781537 0.0 0.0 0.0
C -3.304159 0.616374 0.558115 0.0 0.0 0.0
C 0.478165 -4.574980 0.241310 0.0 0.0 0.0
C 0.241794 -6.686020 0.830534 0.0 0.0 0.0
C 2.750013 3.693393 -1.546302 -0.1 -0.2 0.1
C -1.572174 1.235564 2.127633 0.0 0.0 0.0
C 1.724404 5.863606 -1.686214 0.0 0.0 0.0
C 3.757574 4.122939 -2.421422 0.0 0.1 -0.1
C -1.675417 3.489495 -0.032418 0.0 0.0 0.0
C 0.957113 -1.022814 -0.749909 0.0 0.0 0.0
C 3.734456 5.402210 -2.939221 0.0 0.0 0.0
C 0.817152 -2.387486 -0.833317 0.0 0.0 0.0
C 0.762519 -1.053955 1.541756 0.0 0.0 0.0
C 0.234880 -6.535945 -0.562598 0.0 0.0 0.0
C 1.737808 4.586570 -1.154893 0.1 0.0 0.0
C 0.902641 4.974608 1.063773 0.0 0.0 0.0
C 0.640053 -3.123679 0.338895 0.0 0.1 0.0
C -3.436826 -0.139082 2.828052 -0.1 0.0 0.0
C -3.963473 -0.098243 1.547244 0.0 0.0 0.0
C -1.648463 1.566048 -1.544021 -0.1 0.0 0.0
C -2.251539 0.518446 3.110335 0.1 0.0 0.0
H 2.686750 7.275017 -2.974350 0.0 0.0 0.0
H -0.925516 2.014959 -2.223342 0.0 0.0 0.0
H 0.081347 -7.545367 -2.463493 0.0 0.0 0.0
H -1.686964 3.714704 1.033502 0.0 0.0 0.0
H 4.541890 3.428888 -2.693063 0.0 0.0 0.0
H -0.593401 4.083883 -1.798105 0.0 0.0 0.0
H 4.508571 5.725406 -3.620915 0.0 0.0 0.0
H -0.155409 -9.769770 -1.389224 0.0 0.0 0.0
H -2.652847 1.810587 -1.907248 0.0 0.0 0.0
H 0.484285 -2.927921 2.493246 0.0 0.0 0.0
H 0.486183 -5.155473 2.292522 0.0 0.0 0.0
H -1.826611 0.476547 4.105455 0.0 0.0 0.0
H -3.726621 0.650516 -0.436681 0.0 0.0 0.0
H -3.943731 -0.689377 3.609463 0.0 0.0 0.0
H 0.119962 -8.034732 2.528234 0.0 0.0 0.0
H -2.664277 3.741182 -0.435374 0.0 0.0 0.0
H 0.183300 4.638201 1.804720 0.0 0.0 0.0
H 0.733775 -0.475982 2.457208 0.0 0.0 0.0
H 0.842226 -2.896046 -1.786205 0.0 0.0 0.0
H 0.769246 6.040068 0.861120 0.0 0.0 0.0
H 1.903852 4.804437 1.454974 0.0 0.0 0.0
H 0.951217 6.563766 -1.397949 0.0 0.0 0.0
H 1.101278 -0.422701 -1.640700 0.0 0.0 0.0
H -0.949094 5.391174 -0.675036 0.0 0.0 0.0
H -4.882629 -0.617182 1.312774 0.0 0.0 0.0
H -1.518548 0.485770 -1.569692 0.0 0.0 0.0
H -0.134799 -10.000566 1.054791 0.0 0.0 0.0

[2]
105
Properties=species:S:1:pos:R:3:forces:R:3 method="wB97M-V/def2-TZVPD" spin_multiplicity=2 e_lumo_ev="3.8 / 2.8" e_homo_ha="-0.0265 / -0.0265" total_charge=-2 s_squared=0.791 orbital_gap_ev="4.6 / 3.5"
Ge 0.023987 -2.851563 -0.265585 -0.1 -1.1 -0.1
Ge -2.505726 -0.487293 0.234061 -1.0 -0.1 0.2
Ca 0.231489 -0.033023 -0.171154 -0.3 -1.0 -0.7
S 2.605967 3.547329 1.424659 -0.3 -0.2 -0.3
P 0.681165 0.897144 -2.952984 0.0 0.2 -1.2
F 0.504016 1.661927 -1.492389 0.2 0.8 -0.6
F -0.327416 1.974746 -3.595867 0.0 0.0 0.0
F -0.575887 -0.053521 -2.558173 0.2 0.2 0.0
F 0.853056 0.136950 -4.346476 0.0 0.0 0.1
F 1.669027 -0.166232 -2.199348 0.0 0.2 0.0
F 1.936399 1.846384 -3.272418 0.1 0.0 0.1
O 1.261592 -0.150895 1.747186 0.5 0.1 1.1
O -0.071086 1.595602 1.402349 0.2 0.5 0.4
N -1.660085 3.457542 -0.584306 -0.1 0.1 0.0
C -2.121065 -7.242098 0.140058 0.0 0.0 0.0
C -4.751632 -0.442749 2.310504 0.1 0.1 0.0
C 1.458020 1.707356 3.209442 0.1 0.1 -0.2
C -1.064825 4.654063 -0.258206 -0.1 0.0 0.0
C 2.246312 2.850871 3.033368 -0.1 -0.2 0.1
C 1.074178 -4.926388 1.985049 0.1 0.1 0.0
C -5.081160 -1.053701 -1.353380 0.0 0.1 0.0
C 7.585434 0.807856 -0.727416 0.0 0.0 0.0
C 1.106968 -3.535755 1.343227 -0.1 -0.1 -0.1
C 6.229515 -1.772722 0.439562 0.0 0.1 0.0
C 8.007150 1.895415 -2.832453 0.0 0.0 0.0
C 4.234376 1.407510 0.419028 -0.2 -0.2 -0.2
C 8.475241 1.282640 -1.678384 0.0 0.0 0.0
C 5.746246 1.571262 -2.070241 0.0 -0.1 0.0
C -0.166592 6.811508 -0.887654 0.0 0.0 0.1
C 6.273377 -2.978992 1.114962 0.0 0.0 0.0
C -0.705466 5.584895 -1.240584 0.0 0.0 0.0
C 2.554291 3.013590 5.416357 0.0 0.0 0.0
C -4.245587 -6.412372 -0.574042 0.0 0.0 0.0
C 0.805254 -5.419472 -1.970787 0.0 0.1 0.0
C 5.407572 -3.228896 2.172443 0.0 0.1 0.0
C 0.025658 7.148820 0.446245 0.0 0.0 0.0
C -2.811315 -2.468719 0.302435 0.0 0.0 0.0
C 2.795379 3.492428 4.136391 0.0 0.0 0.0
C 0.824616 0.994362 2.032454 0.2 0.4 0.6
C -2.440816 -4.840475 -0.105783 -0.1 0.0 0.0
C 1.794192 1.868492 5.593105 0.0 0.0 0.0
C 5.319148 -0.768157 0.813203 0.0 -0.2 0.1
C -3.436023 -7.489031 -0.231343 0.0 0.0 0.0
C -3.754351 -5.116384 -0.518788 0.0 0.0 -0.1
C -0.323831 6.224621 1.426704 0.0 0.0 0.0
C 0.806972 -3.893073 -1.841221 -0.1 -0.1 0.1
C 1.266963 1.210969 4.490543 -0.1 0.0 0.0
C -4.027100 0.013732 -1.047159 0.0 -0.1 0.1
C 4.431188 -1.050241 1.868092 0.0 0.1 -0.1
C -0.858160 4.996161 1.086823 0.0 -0.1 0.0
C 6.637673 2.036833 -3.021276 0.1 0.0 0.0
C -3.350567 0.089660 2.001663 -0.1 -0.1 -0.1
C 3.368658 2.233305 0.673955 0.5 0.3 0.6
C 5.236969 0.495854 0.114331 -0.1 0.3 -0.1
C -1.635142 -5.943418 0.184948 0.0 0.0 0.0
C 6.205210 0.940503 -0.908750 0.0 0.0 -0.1
C -1.932432 -3.442752 -0.008156 0.2 0.0 0.0
C 4.478924 -2.258607 2.533470 0.0 -0.1 0.0
H -0.604212 -5.761690 0.441156 0.0 0.0 0.0
H -0.837238 5.322167 -2.284276 0.0 0.0 0.0
H -4.612760 -1.942874 -1.783227 0.0 0.0 0.0
H 1.315156 -5.892755 -1.125795 0.0 0.0 0.0
H 8.704047 2.266145 -3.574251 0.0 0.0 0.0
H 3.673549 -0.323588 2.132042 0.0 0.0 0.0
H 0.115666 7.514405 -1.663294 0.0 0.0 0.0
H -5.158019 -0.055512 3.255756 0.0 0.0 0.0
H 5.435682 -4.178748 2.691103 0.0 0.0 0.0
H -1.527635 3.129912 -1.528628 0.1 0.0 0.0
H -1.463383 -8.069920 0.383691 0.0 0.0 0.0
H 0.079392 -5.172005 2.362002 0.0 0.0 0.0
H 1.609669 1.484179 6.588647 0.0 0.0 0.0
H 6.260997 2.510910 -3.919042 0.0 0.0 0.0
H -5.836222 -0.699502 -2.068683 0.0 0.0 0.0
H 3.765892 -2.455003 3.323774 0.0 0.0 0.0
H 6.880638 -1.615399 -0.409181 0.0 0.0 0.0
H 4.680064 1.676118 -2.224116 -0.1 0.0 0.0
H -1.102385 4.264310 1.848388 0.0 0.0 0.0
H 2.132275 -3.324998 1.013517 0.0 0.0 0.0
H 1.319671 -5.748479 -2.884941 0.0 0.0 0.0
H -1.546258 2.720694 0.098238 0.0 -0.1 0.0
H -5.266469 -6.586764 -0.897981 0.0 0.0 0.0
H 0.451527 8.107347 0.716226 0.0 0.0 0.0
H 0.677261 0.310929 4.615578 0.0 0.0 0.0
H 1.843992 -3.535294 -1.863976 0.0 0.0 0.0
H -4.508174 0.913866 -0.644557 0.0 0.0 0.0
H -3.363423 1.186364 1.989887 0.0 0.0 0.0
H -4.746239 -1.533840 2.378584 0.0 0.0 0.0
H 0.329518 -3.457505 -2.725829 0.0 0.0 0.0
H -3.833744 -2.788499 0.546021 0.0 -0.1 0.0
H 9.541456 1.182853 -1.512208 0.0 0.0 0.0
H 1.370483 -5.708917 1.280149 0.0 0.0 0.0
H -0.163687 6.464949 2.472080 0.0 0.0 0.0
H -0.208883 -5.818541 -2.007959 0.0 0.0 0.0
H -5.452494 -0.167270 1.517321 0.0 0.0 0.0
H 2.985308 3.520356 6.271066 0.0 0.0 0.0
H -3.542443 0.312054 -1.981644 0.0 0.0 0.0
H -4.395117 -4.296390 -0.818821 0.0 0.0 0.0
H -3.819654 -8.502682 -0.268459 0.0 0.0 0.0
H 1.767500 -4.987897 2.837127 0.0 0.0 0.0
H 3.426666 4.359177 3.983131 0.0 0.0 0.0
H 7.957370 0.356843 0.183809 0.0 0.0 0.0
H -5.609187 -1.370490 -0.449822 0.0 0.0 0.0
H 0.893156 -2.792380 2.118094 0.0 0.0 0.0
H 6.974246 -3.741161 0.796176 0.0 0.0 0.0
H -2.654087 -0.198795 2.797857 0.0 0.0 0.0

[3]
81
Properties=species:S:1:pos:R:3:forces:R:3 method="wB97M-V/def2-TZVPD" spin_multiplicity=5 e_lumo_ev="0.0 / -0.1" e_homo_ha="-0.1599 / -0.2279" s_squared=6.083 orbital_gap_ev="4.3 / 6.1"
Ge 1.872336 0.512074 -4.022208 -0.1 -0.2 -0.5
Fe 0.700926 -0.221731 0.432115 -1.2 0.4 0.5
Cl 0.990616 -4.559567 4.144795 -0.1 0.0 0.0
O 1.727483 2.534697 -1.451653 -0.5 0.6 -0.1
O -5.084178 -3.270028 3.113382 0.0 -0.1 0.3
O 2.891346 0.744031 -0.624583 0.3 -0.7 0.2
O -1.042261 2.950891 6.621552 0.1 0.3 0.0
N -1.469666 -0.834116 0.606098 0.7 0.2 0.0
N -0.024754 0.689074 2.307775 0.3 -0.4 -0.7
N 1.425179 -2.194122 1.001072 0.9 -0.6 0.2
C -3.386225 -2.171221 0.057096 0.0 0.0 -0.1
C -3.879044 -2.056500 1.372018 0.3 0.2 0.4
C 2.571197 -2.669364 0.470309 -0.7 0.5 -0.1
C 2.933552 2.961615 -0.986467 0.8 -0.3 0.3
C 0.628966 1.545623 3.085095 0.2 0.3 0.3
C -5.148139 -2.744746 1.804635 -0.1 0.1 -0.3
C 3.515116 4.208385 -1.060722 -0.4 -0.2 -0.1
C 1.220332 -0.918397 -5.255384 0.3 0.6 0.4
C -1.192258 0.138836 2.785931 -0.2 -0.4 -0.5
C 3.270684 -3.730812 0.989962 0.0 -0.6 0.6
C -2.193928 -1.548591 -0.245534 -0.2 -0.1 -0.2
C -1.611337 0.421272 4.106707 0.2 0.3 0.4
C 1.376677 2.348795 -4.609955 0.1 -0.5 0.2
C 0.231671 1.918056 4.350623 0.1 0.0 0.0
C 7.758015 3.286541 -1.556839 -0.1 0.0 0.2
C 7.136370 3.345748 -0.150325 0.2 0.0 0.0
C 0.959236 0.180872 -2.249235 0.4 0.2 0.2
C -1.947144 -0.682767 1.889856 0.3 0.4 0.3
C 7.538583 4.679049 0.493626 -0.1 -0.2 -0.1
C -1.353054 1.612003 6.297308 -0.2 -0.5 0.1
C 5.622991 3.211774 -0.310784 -0.1 0.1 0.1
C 1.630675 -3.857972 2.702514 0.6 -0.6 0.0
C 7.727957 2.192620 0.670772 -0.1 0.2 -0.1
C 3.659722 1.870800 -0.502920 0.1 0.9 -0.2
C -3.156644 -1.308825 2.266291 -0.4 -0.3 -0.1
C -0.919463 1.310238 4.888483 -0.2 -0.1 -0.2
C 4.862248 4.301306 -0.739857 0.1 -0.1 0.2
C 4.990138 1.975531 -0.152812 -0.3 -0.1 0.0
C 2.801870 -4.365232 2.140849 -0.4 0.8 -0.4
C 3.861616 0.438886 -3.888969 -0.6 0.0 0.1
C 0.969803 -2.806001 2.111519 -0.1 0.7 -0.7
B 1.732073 1.156647 -1.308483 -0.6 -0.7 0.1
H 4.186112 0.870119 -2.947049 0.1 0.1 0.1
H 3.312990 -5.209344 2.570678 0.1 -0.1 0.1
H 0.781756 2.641283 4.928491 0.1 0.1 0.0
H -3.528406 -1.222784 3.275647 0.0 0.0 0.1
H 5.519075 1.100736 0.184034 0.1 -0.1 0.0
H 0.970847 2.377533 -5.616772 -0.1 -0.1 -0.1
H 8.837650 3.389566 -1.483497 0.2 0.0 0.0
H -2.479596 -0.072640 4.513917 -0.1 0.0 0.0
H 5.333033 5.262376 -0.850410 0.1 0.2 0.0
H 4.300962 1.022736 -4.695026 -0.1 0.1 -0.1
H 7.243827 2.097725 1.639732 -0.1 0.0 0.1
H -5.403077 -3.536139 1.083709 0.0 0.2 0.0
H 0.144580 -0.849858 -5.384801 -0.1 0.0 0.0
H 4.170913 -4.077972 0.508645 0.1 0.0 -0.1
H 1.537721 1.958277 2.657465 0.0 0.0 0.0
H -4.292851 -3.814804 3.184066 0.0 0.0 0.0
H 7.377213 4.086620 -2.186661 -0.1 0.1 -0.1
H 8.613691 4.699566 0.659808 0.1 0.0 0.0
H 2.256143 2.985474 -4.584419 0.1 0.1 0.1
H 1.085938 -0.867975 -1.967899 0.0 -0.1 -0.1
H 7.300022 5.514867 -0.157271 -0.1 0.2 0.0
H 1.696531 -0.817590 -6.226921 0.0 0.0 -0.1
H 7.633187 1.256339 0.127817 0.0 -0.2 0.0
H -0.097104 0.401865 -2.381408 -0.1 0.1 -0.1
H 2.918614 -2.160611 -0.419038 0.1 0.1 0.0
H 8.789085 2.361169 0.838013 0.1 0.1 0.0
H 1.459463 -1.898210 -4.851407 0.0 -0.1 0.1
H -2.433919 1.431555 6.402873 0.2 -0.1 -0.1
H 7.043210 4.822605 1.450184 -0.1 0.0 0.1
H -0.829109 0.924990 6.984128 -0.1 0.1 -0.1
H -1.782423 -1.632759 -1.244436 0.0 0.0 -0.1
H -1.282068 3.107679 7.539240 0.0 0.0 0.0
H 0.044775 -2.430400 2.521404 -0.1 0.1 0.1
H 0.644103 2.758873 -3.922890 -0.1 0.1 0.1
H 7.531633 2.335578 -2.033809 0.0 -0.1 -0.1
H -3.919711 -2.742472 -0.684154 0.0 -0.1 -0.2
H 4.252486 -0.571882 -3.957604 -0.1 -0.2 0.0
H 2.946903 5.061446 -1.396242 0.0 0.1 -0.1
H -5.973658 -2.024101 1.823376 0.1 -0.1 -0.1

[4]
17
Properties=species:S:1:pos:R:3:forces:R:3 method="wB97M-V/def2-TZVPD" e_lumo_ev=0.9 e_homo_ha=-0.3412 orbital_gap_ev=10.1 smiles="NCCNC=O.O"
O -1.010223 -1.563438 -2.215560 0.0 -0.2 0.1
O -2.120717 1.120254 -1.256551 -0.2 -0.3 -0.2
N -0.267359 0.384842 -0.161922 -0.2 -0.2 0.3
N 2.394657 -0.547999 2.215951 -0.5 -0.2 0.3
C 1.545226 -0.653908 1.055523 -0.2 0.2 0.1
C -1.349891 1.174005 -0.320246 -0.3 0.1 0.4
C 0.698263 0.598090 0.918531 -0.8 -0.2 -0.7
H 0.140693 0.809577 1.833893 0.4 0.0 0.2
H 1.293456 1.456101 0.615410 0.3 0.1 0.4
H 2.046290 -0.849763 0.095827 0.1 0.1 0.1
H -1.552484 1.854378 0.531982 0.4 0.3 -0.2
H 0.846952 -1.477128 1.208802 0.0 -0.2 0.0
H -0.397591 -0.549749 -0.538374 0.5 0.1 -0.5
H -1.767443 -0.958210 -2.197491 0.1 0.0 -0.1
H -1.354899 -2.463655 -2.225006 -0.1 0.2 0.0
H 2.960818 -1.352632 2.423342 0.2 0.2 -0.1
H 2.825398 0.342997 2.377547 0.4 0.0 -0.2